# 1
DFT (wB97M-V/def2-TZVPD) results for C30H12F7LiN4Sb as an isolated structure.

charge	+1
gap between HOMO and LUMO (spin up / spin down)	5.60 / 5.60	eV
energy	-2315.9519	hartree

```
55
Properties=species:S:1:pos:R:3:forces:R:3
Li 1.050 -1.118 1.137 0.0 0.1 0.0
F 2.535 -5.180 8.038 0.0 0.0 0.0
C 1.917 -4.523 7.050 0.0 0.0 0.0
C 2.030 -3.146 6.995 0.0 0.0 0.0
C 1.396 -2.472 5.964 0.0 0.0 0.0
C 0.662 -3.169 5.005 0.0 0.1 0.0
C 0.567 -4.556 5.093 0.0 0.0 0.0
C 1.193 -5.245 6.121 0.0 0.0 0.0
Sb -0.330 -2.184 3.413 0.0 0.0 0.1
C 0.931 -0.420 3.393 0.0 -0.1 0.0
C 2.288 -0.562 3.075 0.0 0.0 0.0
C 3.145 0.532 3.042 0.0 0.0 0.0
C 2.619 1.778 3.332 0.0 0.0 0.0
F 3.427 2.839 3.303 0.0 0.0 0.0
C 1.286 1.961 3.651 0.0 0.0 0.0
C 0.446 0.858 3.678 0.0 0.0 -0.1
C -1.970 -1.307 4.422 0.0 0.0 0.0
C -1.986 -1.161 5.808 0.0 0.0 0.0
C -3.047 -0.529 6.436 0.0 0.0 0.0
C -4.082 -0.044 5.658 0.0 0.0 0.0
F -5.105 0.576 6.258 0.0 0.0 0.0
C -4.104 -0.181 4.283 0.0 0.0 0.0
C -3.038 -0.822 3.670 0.0 0.0 0.0
H 2.608 -2.625 7.746 0.0 0.0 0.0
H 1.485 -1.393 5.911 0.0 0.0 0.0
H 0.008 -5.119 4.355 0.0 0.0 0.0
H 1.135 -6.322 6.204 0.0 0.0 0.0
H 2.709 -1.552 2.896 0.0 0.0 0.0
H 4.196 0.432 2.810 0.0 0.0 0.0
H 0.926 2.955 3.878 0.0 0.0 0.0
H -0.597 0.996 3.939 0.0 0.0 0.0
H -1.172 -1.546 6.410 0.0 0.0 0.0
H -3.084 -0.409 7.510 0.0 0.0 0.0
H -4.943 0.202 3.718 0.0 0.0 0.0
H -3.055 -0.945 2.593 0.0 0.0 0.0
F 2.927 -0.059 -5.814 0.0 0.0 0.0
C 2.777 -1.333 -5.494 0.0 0.0 0.0
C 2.957 -2.272 -6.436 0.0 0.0 0.0
F 3.278 -1.895 -7.655 0.0 0.0 0.0
C 2.810 -3.695 -6.167 0.0 0.0 0.0
C 2.453 -4.016 -4.793 0.0 0.0 0.0
C 2.273 -3.070 -3.860 0.0 -0.1 0.0
F 1.952 -3.432 -2.621 0.0 0.0 0.0
C 2.418 -1.660 -4.131 0.0 0.0 0.0
C 2.236 -0.705 -3.171 0.0 0.0 0.0
C 1.873 -1.005 -1.820 0.0 0.0 0.0
N 1.581 -1.125 -0.717 0.0 0.0 -0.1
C 2.388 0.705 -3.373 -0.1 0.0 0.0
N 2.473 1.849 -3.432 0.0 0.0 0.0
F 2.308 -5.280 -4.454 0.0 0.0 0.0
C 2.989 -4.646 -7.120 0.0 0.0 0.0
C 2.838 -6.052 -6.876 -0.1 0.0 0.0
N 2.707 -7.186 -6.752 0.0 0.0 0.0
C 3.344 -4.356 -8.479 -0.1 0.0 0.0
N 3.607 -4.202 -9.586 0.0 0.0 0.0
```
Positions in Å, forces in eV/Å.

---

# 2
DFT (wB97M-V/def2-TZVPD) results for a 4-piece molecular cluster, C2H13NO3S overall.

charge	0
gap between HOMO and LUMO	9.62	eV
SMILES	NCCS.O.O.O
energy	-762.6128	hartree

```
20
Properties=species:S:1:pos:R:3:forces:R:3
N -1.680 -0.788 -1.668 0.4 0.1 -0.5
C -0.903 0.500 -1.579 -0.5 -2.4 -0.5
C -0.650 0.745 -0.104 0.7 1.8 0.1
S 1.137 0.872 0.416 -0.4 -0.5 -0.3
H -1.927 -0.906 -2.649 -0.3 0.0 0.1
H -1.048 -1.579 -1.507 -0.1 0.4 0.2
H -1.524 1.212 -2.110 0.0 0.6 0.5
H -0.019 0.356 -2.204 0.4 0.5 0.4
H -1.011 1.732 0.181 -0.3 -0.1 -0.1
H -1.185 0.039 0.517 0.2 -0.4 0.0
H 1.627 1.091 -0.812 0.0 0.1 0.0
O 3.226 2.623 5.029 0.0 1.4 -0.5
H 3.688 3.017 4.270 -0.3 -0.1 0.4
H 3.518 1.730 5.027 0.3 -1.3 0.1
O -5.979 -2.654 -1.050 -0.1 -0.8 0.4
H -5.834 -3.182 -0.246 0.1 0.5 -0.2
H -6.363 -3.321 -1.631 0.0 0.2 -0.2
O 5.133 -0.566 -0.258 -0.1 0.1 -0.6
H 4.250 -0.148 -0.216 0.9 -0.5 0.8
H 5.543 -0.773 0.594 -0.9 0.4 -0.1
```
Positions in Å, forces in eV/Å.

---

# 3
DFT (wB97M-V/def2-TZVPD) results for C4H2CrO2 as an isolated structure.

charge	+1
gap between HOMO and LUMO (spin up / spin down)	7.62 / 7.98	eV
multiplicity	6
energy	-1347.9809	hartree

```
9
Properties=species:S:1:pos:R:3:forces:R:3
H -1.068 -2.174 -0.429 0.2 0.3 0.1
C -0.363 -1.445 -0.045 -0.9 1.1 -0.5
C -0.212 -0.133 0.220 -0.5 -1.9 1.8
O 0.890 -1.783 0.392 1.1 -0.7 0.2
O 1.097 -0.416 0.778 0.2 0.4 0.0
Cr 2.978 0.507 0.366 -0.1 -0.1 0.0
C -1.128 1.836 -0.469 -0.5 0.8 0.6
C -0.896 1.097 0.481 0.8 0.1 -2.7
H -1.297 2.510 -1.294 -0.3 0.0 0.4
```
Positions in Å, forces in eV/Å.

---

# 4
DFT (wB97M-V/def2-TZVPD) results for a 5-piece molecular cluster, C11H25F6N5O7S2 overall.

charge	0
gap between HOMO and LUMO	9.22	eV
energy	-2630.1668	hartree

```
56
Properties=species:S:1:pos:R:3:forces:R:3
N -0.492 0.012 -0.262 -2.2 1.0 0.1
H -0.972 0.906 -0.564 0.9 -0.5 0.1
H -0.547 -0.634 -1.069 0.8 0.1 0.2
H -1.146 -0.287 0.485 0.8 -0.1 -0.3
H 0.387 0.306 0.164 0.4 -0.7 -0.3
C -4.041 1.482 -0.663 1.3 0.9 -0.8
F -5.132 1.117 -1.316 -0.1 0.0 0.2
F -4.298 2.446 0.208 -0.4 -0.2 0.2
F -3.514 0.436 -0.040 -0.2 -0.6 0.5
S -2.781 2.118 -1.892 -1.0 0.2 -1.2
O -2.580 1.015 -2.818 0.7 0.3 1.5
O -3.421 3.264 -2.507 0.6 -0.5 1.0
N -1.505 2.506 -0.836 -2.9 -2.4 -2.3
S -1.012 3.909 -1.282 1.5 3.3 0.7
O -0.569 4.109 -2.641 -0.3 -0.6 0.5
O -1.787 4.951 -0.656 0.5 -0.2 -0.3
C 0.608 3.837 -0.344 0.7 0.6 -0.6
F 0.522 3.644 0.976 -0.2 -0.4 -0.3
F 1.433 2.911 -0.895 -0.6 0.0 0.6
F 1.224 5.017 -0.515 -0.2 0.0 0.0
C -3.224 -0.443 3.690 -0.8 1.2 -0.1
C -1.775 -0.125 3.336 -1.2 -1.5 0.1
O -1.450 -0.195 2.160 0.5 0.7 0.6
N -0.942 0.094 4.377 0.2 0.6 -0.3
C 0.475 0.327 4.155 0.6 -1.9 0.1
H -3.731 0.421 4.133 0.4 0.2 0.2
H -3.453 -1.252 4.382 0.5 -0.3 -0.2
H -3.766 -0.536 2.751 0.2 -0.6 0.0
H -1.246 -0.353 5.225 0.1 0.4 0.2
H 1.011 -0.393 4.782 0.1 0.2 0.2
H 0.917 1.298 4.361 -0.7 0.3 -0.1
H 0.698 -0.028 3.148 0.1 0.6 -0.2
C 2.847 -2.007 1.842 1.1 -0.6 -0.5
C 3.131 -0.693 1.098 -1.4 0.6 1.6
O 2.178 0.010 0.784 0.0 0.0 -0.5
N 4.394 -0.250 0.939 0.0 -1.1 0.1
C 5.585 -0.995 1.359 -1.0 0.7 0.0
H 1.828 -2.363 1.718 0.0 0.3 -0.6
H 2.991 -2.079 2.923 0.4 0.8 0.0
H 3.570 -2.722 1.438 -0.4 -0.4 0.0
H 4.493 0.592 0.395 0.0 0.0 0.0
H 5.850 -1.742 0.611 0.5 0.2 0.0
H 5.361 -1.515 2.288 0.1 0.1 0.1
H 6.304 -0.204 1.555 0.6 -0.6 -0.1
C -1.969 -1.999 -4.334 -0.3 -0.3 -1.1
C -0.746 -2.094 -3.498 -1.1 -0.2 1.0
O -0.729 -1.642 -2.351 0.7 -0.4 -0.6
N 0.269 -2.748 -4.080 0.4 -0.2 0.6
C 1.635 -2.664 -3.568 -0.8 0.7 -0.5
H -2.920 -2.131 -3.829 0.2 0.4 0.5
H -1.960 -2.786 -5.092 0.1 0.1 -0.2
H -1.911 -1.031 -4.837 -0.4 0.0 0.1
H 0.137 -3.026 -5.035 0.0 0.0 0.0
H 2.054 -3.608 -3.226 0.0 -0.1 -0.4
H 1.600 -1.994 -2.709 0.2 0.1 -0.1
H 2.119 -2.190 -4.423 1.1 -0.2 0.6
```
Positions in Å, forces in eV/Å.

---

# 5
DFT (wB97M-V/def2-TZVPD) results for a 2-piece molecular cluster, C6H9N2O2 overall.

charge	-1
gap between HOMO and LUMO	6.52	eV
energy	-494.0113	hartree

```
19
Properties=species:S:1:pos:R:3:forces:R:3
C -0.742 -0.832 -0.887 -1.1 -3.7 7.0
C 0.536 -1.283 -0.146 1.3 0.7 0.0
C 2.138 -1.024 1.338 -0.5 -1.4 0.3
C 1.309 -2.433 -0.227 0.9 2.0 2.3
N 1.111 -0.375 0.885 -0.7 -2.1 -1.7
N 2.386 -2.251 0.752 -3.0 2.2 -2.4
H 2.649 -0.895 2.287 0.1 0.9 -0.3
H -1.421 -1.656 -1.192 0.7 0.2 0.1
H -0.759 -0.098 -1.529 1.0 3.9 -3.7
H 2.848 -2.933 1.256 1.0 -1.7 0.7
H 1.298 -3.337 -0.788 -0.3 -0.3 -0.4
H -1.298 -0.327 0.041 0.9 -1.4 -1.9
C -2.084 2.225 -0.136 1.3 0.0 -1.3
C -0.602 2.851 -0.373 -1.6 -1.9 -1.6
O -0.029 2.329 -1.402 -0.2 1.4 1.8
O -0.309 3.699 0.475 1.1 0.3 -0.3
H -1.896 1.111 -0.149 -1.0 1.7 0.3
H -2.744 2.541 -0.996 0.6 -0.5 0.8
H -2.390 2.688 0.791 -0.5 -0.5 0.3
```
Positions in Å, forces in eV/Å.

---

# 6
DFT (wB97M-V/def2-TZVPD) results for C17H19MnN5O4S2 as an isolated structure.

charge	0
gap between HOMO and LUMO (spin up / spin down)	5.73 / 6.79	eV
multiplicity	6
energy	-3181.3819	hartree

```
48
Properties=species:S:1:pos:R:3:forces:R:3
Mn 2.221 -1.099 -0.853 0.3 0.5 0.6
C 0.803 2.764 -2.032 -0.2 -0.1 0.0
C 0.990 1.294 -1.844 2.1 0.4 0.6
N 2.135 0.794 -1.445 -1.3 2.1 -1.2
N 3.149 1.650 -1.159 -0.3 0.4 -0.2
C 4.385 1.150 -0.957 0.5 -1.1 0.0
N 5.390 2.033 -0.799 -0.3 0.2 0.2
S 4.688 -0.509 -0.976 0.4 0.6 -0.1
C -0.053 0.324 -2.063 -1.3 -1.4 -0.3
C -1.340 0.648 -2.502 0.7 0.5 0.2
C -2.304 -0.332 -2.579 -0.2 -0.5 0.1
C -1.971 -1.639 -2.250 -0.1 0.4 -0.2
C -0.660 -1.905 -1.893 0.2 -0.3 0.0
N 0.270 -0.967 -1.794 -0.6 0.9 -0.3
H 1.705 3.214 -2.446 0.0 0.0 0.0
H 0.578 3.245 -1.075 0.0 0.0 0.0
H -0.007 2.970 -2.725 0.0 0.1 0.1
H 2.910 2.593 -0.891 0.1 0.0 0.1
H 5.202 2.979 -0.504 0.0 0.0 -0.1
H 6.265 1.634 -0.503 0.0 0.0 0.0
H -1.578 1.673 -2.748 -0.1 0.0 0.0
H -3.311 -0.079 -2.884 0.0 0.0 0.0
H -2.701 -2.435 -2.286 0.0 0.0 0.0
H -0.332 -2.918 -1.689 0.0 0.0 0.1
C -5.041 -0.156 1.653 0.0 0.0 -0.1
C -3.548 -0.036 1.786 0.0 0.0 0.0
C -2.807 -1.026 2.424 0.0 0.0 0.0
C -1.427 -0.947 2.518 0.0 0.0 0.0
C -0.758 0.115 1.922 0.2 0.1 0.0
C -1.484 1.124 1.311 0.0 0.1 -0.1
C -2.867 1.055 1.259 0.0 0.0 -0.1
S 1.028 0.254 1.985 0.9 -1.0 -0.6
O 1.347 1.502 1.315 -0.1 0.2 -0.3
O 1.376 0.129 3.375 -0.1 0.0 0.2
N 1.677 -0.937 1.114 -0.9 0.8 1.0
C 1.689 -2.254 1.759 0.0 -0.2 -0.2
C 1.935 -3.360 0.706 0.0 0.4 0.3
O 1.857 -4.532 1.001 0.0 0.0 0.0
O 2.228 -2.882 -0.471 0.1 -3.0 0.1
H -5.464 -0.759 2.455 0.0 0.0 0.0
H -5.292 -0.643 0.707 -0.1 0.0 0.0
H -5.522 0.822 1.664 0.0 0.0 0.0
H -3.320 -1.872 2.869 0.0 0.0 0.0
H -0.886 -1.693 3.080 0.0 0.0 0.0
H -0.947 1.974 0.910 0.0 0.0 0.0
H -3.424 1.861 0.792 0.0 0.0 0.0
H 0.743 -2.490 2.247 0.0 -0.1 0.0
H 2.474 -2.331 2.517 0.0 0.0 0.0
```
Positions in Å, forces in eV/Å.

---

Across the entries above, relative energy (zero: lowest compared OMol25 entry of this formula, charge and spin) takes the values 0.78; 25.28; 116.43; 0.00; 69.92; 8.14 kcal per mole, respectively.